Below is C37H30BeN3OPTe as an isolated structure, with properties calculated with ωB97M-V/def2-TZVPD.

Each line ends with the Mulliken charge.
Atoms and positions in Å:
1 C -0.3586 3.4002 4.3023  -0.838
2 H -1.9295 4.8582 4.2640  0.405
3 C -2.5928 -3.5644 3.7293  -0.692
4 H 0.5576 -2.8083 2.7837  0.525
5 C -0.6975 1.4290 2.9546  1.255
6 H 1.8743 -6.9256 -0.4886  0.376
7 C 0.0976 4.4516 -0.5893  0.487
8 C -0.5206 3.7156 -1.6089  -0.510
9 H -2.4993 1.4324 1.7915  0.161
10 C -1.0920 -1.4289 2.7605  0.122
11 C -4.6061 0.9370 -0.8007  -0.908
12 P -0.1268 -0.0738 2.0088  1.650
13 H -2.7849 2.0263 -0.8011  0.248
14 C 0.7452 3.7247 0.4261  -1.448
15 C -5.2244 -0.2894 -0.6411  -0.566
16 H 4.6768 -0.2997 5.0730  0.425
17 H -2.9417 -0.3326 2.8307  0.348
18 C -1.2415 -3.7237 3.4760  -1.038
19 H -0.7630 -4.6721 3.6621  0.424
20 C -0.4966 -2.6685 2.9859  -0.124
21 C 1.5231 -0.2709 2.7949  1.038
22 H -3.1734 -4.3937 4.1036  0.418
23 H 0.2529 3.9643 4.9928  0.452
24 C -3.2288 1.0412 -0.6964  0.709
25 C 0.1644 -4.0169 -0.1612  0.361
26 C -2.4514 -1.2763 3.0119  -0.320
27 C 0.0930 2.1845 3.8188  -0.350
28 C -1.5844 3.9023 3.9011  -0.683
29 H 0.4820 -0.8334 4.5837  0.561
30 C 1.0397 -6.2662 -0.3007  -0.646
31 H -2.2104 -6.3049 0.5870  0.374
32 C -2.3597 3.1872 3.0039  -1.198
33 H 2.4579 -0.9137 6.0092  0.448
34 H -0.9663 4.2255 -2.4464  0.569
35 H -1.0030 1.7543 -2.3079  0.652
36 C -4.4420 -1.4002 -0.3885  -0.602
37 C 3.7973 -0.3002 4.4478  -0.867
38 H 1.0761 1.8441 4.1132  0.219
39 H -4.9041 -2.3692 -0.2622  0.470
40 H 1.1432 1.7904 1.1884  0.880
41 H -4.2439 -2.2111 3.6973  0.472
42 C 3.1113 0.3198 0.8758  -1.253
43 H -6.2997 -0.3813 -0.7050  0.377
44 C -0.1962 -6.7806 0.0524  -0.474
45 H 4.1312 0.6476 0.6811  0.253
46 C -1.9136 1.9685 2.5292  -0.434
47 H -5.2101 1.8129 -0.9919  0.409
48 C 2.7893 0.0428 2.2529  0.865
49 C -3.0690 -1.2700 -0.2924  0.073
50 H -2.4874 -2.1584 -0.0971  0.102
51 C -3.1923 -2.3402 3.4961  -0.787
52 N 2.3153 0.1138 -0.1050  0.534
53 C -0.5437 2.3426 -1.5303  -1.065
54 C 2.5595 -0.6480 4.9679  -0.860
55 C -2.3968 -0.0523 -0.4321  0.179
56 C -1.2437 -5.9147 0.3039  -0.912
57 H 2.1787 -4.5040 -0.6782  0.291
58 C 0.6455 2.3607 0.4194  0.213
59 H -0.3408 -7.8462 0.1372  0.379
60 C 1.2098 -4.9020 -0.4057  -0.697
61 H -3.3050 3.5888 2.6679  0.493
62 C 3.8953 0.0423 3.1191  -1.114
63 H 1.2875 4.2407 1.2039  0.588
64 Be -0.6511 0.0755 -0.1040  -0.939
65 H 4.8590 0.3146 2.7156  0.414
66 Te 0.7444 -1.9316 -0.2269  0.066
67 C -1.0626 -4.5464 0.2066  0.370
68 H 2.2198 0.0432 -1.9900  0.351
69 N 0.1341 7.0012 -0.4546  -0.483
70 O 2.8812 0.3545 -1.3511  -0.555
71 H -1.8950 -3.8967 0.4303  0.253
72 C 0.1041 5.8565 -0.5429  -0.187
73 C 1.4490 -0.6138 4.1502  -0.795
74 N -0.0327 1.6504 -0.4972  1.083

Cartesian forces (eV/Å) of the 6 atoms listed first:
-0.01 0.19 0.07
-0.01 0.10 0.08
0.02 -0.02 0.00
-0.03 0.00 -0.04
0.11 -0.03 -0.27
0.07 -0.08 -0.04

Summary:
**HOMO energy**: -0.2488 Eh
**Total charge**: 0
**2S+1**: 1
**LUMO energy**: -1.28 eV
**Orbital gap**: 5.49 eV

Below is one molecule with the formula C22H29N3O3S2, with properties calculated with ωB97M-V/def2-TZVPD.

Each line ends with the natural charge from an NBO analysis.
Atoms and positions in Å:
1 S -0.7889 -3.0832 0.1131  -0.070
2 C 0.6033 -1.2052 2.0502  -0.329
3 C 3.8975 -0.2629 -3.1368  -0.141
4 H -5.3340 0.6253 2.4388  0.200
5 N 1.1415 -1.3725 0.7268  -0.455
6 C -5.2167 -0.0473 3.2916  -0.210
7 C 4.9788 0.5423 -3.5233  -0.163
8 H -2.7697 0.8333 4.0845  0.210
9 H 6.2753 1.1703 -5.0841  0.205
10 C 3.7769 -1.0715 -5.4071  -0.221
11 N -5.2733 0.7579 4.5003  -0.452
12 H 5.8179 1.8315 -7.3352  0.202
13 C -6.2432 1.8364 4.4157  -0.246
14 C -2.7237 0.2417 3.1667  -0.232
15 H 2.4723 -1.7073 -3.8525  0.202
16 C -6.1322 2.7029 5.6705  -0.073
17 H -6.0352 -0.7861 3.2552  0.175
18 C -0.6793 -0.3549 1.9625  0.680
19 H 5.4515 1.1764 -2.7872  0.212
20 O -0.9318 0.3152 0.9883  -0.620
21 C 5.2014 1.0975 -7.8479  -0.594
22 N -1.4375 -0.4125 3.0709  -0.606
23 H 4.0378 0.4484 -1.1202  0.237
24 C 4.8497 -0.2712 -5.7876  0.002
25 H 6.9080 -1.7336 -6.8014  0.213
26 H 3.3029 -1.7064 -6.1420  0.212
27 O -6.3602 1.9509 6.8388  -0.521
28 C -5.5420 -0.0264 5.6934  -0.254
29 H -2.7994 0.9093 2.3068  0.232
30 S 1.2747 -1.9763 -1.7617  0.388
31 H -1.1904 -1.0508 3.8105  0.391
32 H 4.1656 1.4264 -7.8015  0.214
33 H -4.8021 -0.8228 5.7806  0.201
34 H 5.5070 1.0616 -8.8909  0.210
35 C -5.4483 0.8824 6.9193  -0.072
36 H -3.7412 -1.4778 3.9721  0.189
37 H -5.1281 3.1522 5.7067  0.165
38 H 1.3580 -0.6714 2.6358  0.263
39 H -6.8845 3.4931 5.6624  0.194
40 H -6.5484 -0.4819 5.6562  0.170
41 C 3.4666 -0.2098 -1.7676  -0.094
42 O 2.8691 0.0903 1.0291  -0.568
43 H 0.3935 -2.1840 2.4884  0.235
44 H 4.7418 -0.9935 -7.7792  0.203
45 H -7.2749 1.4506 4.3335  0.167
46 C 0.4951 -2.1282 -0.1972  -0.072
47 C 3.3049 -1.0725 -4.1113  -0.117
48 H 7.1375 -0.8241 -8.2979  0.210
49 H 7.4599 -0.0591 -6.7424  0.202
50 C 5.4416 0.5372 -4.8198  -0.176
51 C 2.4573 -0.8455 -1.1348  -0.311
52 H -6.0229 2.4447 3.5364  0.205
53 C 2.2187 -0.6187 0.2961  0.675
54 C -3.8739 -0.7649 3.1557  -0.408
55 C 6.8071 -0.7543 -7.2641  -0.594
56 H -5.6983 0.3331 7.8286  0.194
57 H -4.4223 1.2739 6.9976  0.163
58 H -3.8624 -1.3234 2.2185  0.221
59 C 5.3514 -0.2848 -7.2079  -0.241

Cartesian forces (eV/Å) of the 6 atoms listed first:
-0.04 -0.05 -0.21
-0.02 0.21 0.05
0.18 -0.05 -0.66
-0.05 -0.02 -0.02
-0.19 -0.05 0.29
0.19 -0.19 0.03

Summary:
**HOMO energy**: -0.3028 Eh
**Total charge**: 0
**2S+1**: 1
**LUMO energy**: -0.70 eV
**SMILES**: CC(C)c1ccc(/C=C2\SC(=S)N(CC(=O)NCCCN3CCOCC3)C2=O)cc1
**Orbital gap**: 7.54 eV

Below is a 2-piece molecular cluster, C2H6NO2 overall, with properties calculated with ωB97M-V/def2-TZVPD.

Each line ends with the natural charge from an NBO analysis.
Atoms and positions in Å:
1 O 0.5151 -0.2869 -1.4293  -0.798
2 H 0.4015 2.6654 0.8662  0.046
3 H -0.6623 0.0853 1.5479  0.315
4 C 0.2463 -1.6262 -1.2850  -0.223
5 O -1.1458 2.4221 2.1341  -0.782
6 H 0.3688 0.2468 -0.5863  0.518
7 N 0.0069 0.6946 1.0757  -0.964
8 H -0.8215 -1.8653 -1.2508  0.132
9 C -0.2460 1.9442 1.4074  0.468
10 H 0.6543 -2.0825 -0.3680  0.144
11 H 0.6828 -2.1974 -2.1119  0.145

Cartesian forces (eV/Å) of the 6 atoms listed first:
0.35 0.93 -0.56
0.23 0.05 0.11
-0.05 0.11 0.08
-0.04 -0.76 0.61
0.20 -0.05 0.23
-0.10 -0.75 0.31

Summary:
**HOMO energy**: -0.1400 Eh
**Total charge**: -1
**2S+1**: 1
**LUMO energy**: 4.13 eV
**Orbital gap**: 7.94 eV

Below is a 2-piece molecular cluster, Cl2H3NSi overall, with properties calculated with ωB97M-V/def2-TZVPD.

Each line ends with the natural charge from an NBO analysis.
Atoms and positions in Å:
1 Cl 0.5511 -2.2276 0.2520  -0.290
2 H -0.2588 -0.0237 -1.6809  -0.178
3 N 0.7979 0.8959 0.3301  -1.311
4 H 0.4005 1.9275 0.2176  0.434
5 Cl -2.8979 -1.0777 0.1719  -0.670
6 Si -0.0375 -0.4614 -0.3775  1.599
7 H 1.4446 0.9669 1.0868  0.417

Cartesian forces (eV/Å) of the 6 atoms listed first:
0.42 -0.46 -0.02
-0.44 -0.13 -1.53
-2.14 1.97 -1.02
0.87 -3.18 -0.12
2.41 0.70 -0.40
-1.29 1.78 2.50

Summary:
**HOMO energy**: -0.3417 Eh
**Total charge**: 0
**2S+1**: 1
**LUMO energy**: -0.62 eV
**Orbital gap**: 8.68 eV